Molecular formula: C37H41N5O7SSiV
Method: DFT, wB97M-V/def2-TZVPD

Output
**2S+1**: 2
**LUMO energy (spin up / spin down)**: -7.739 / -7.061 eV
**⟨S²⟩**: 0.77
**Kohn-Sham gap (spin up / spin down)**: 6.42 / 7.09 eV
**E**: -105195.8396 eV
**Relative energy (zero: lowest compared OMol25 entry of this formula, charge and spin)**: 110.34 kcal/mol
**Net charge**: +2
**Highest occupied orbital energy (spin up / spin down)**: -0.52018 / -0.52022 Eh

Positions of all 93 atoms, in Å:
C1 -3.456 0.039 1.387
H1 -1.835 -0.639 -4.150
C2 2.270 -2.309 -4.904
H2 0.001 -1.695 0.216
H3 3.881 -1.427 0.257
H4 6.081 3.232 4.341
C3 -2.152 -5.763 -3.099
H5 -5.133 -4.536 -2.053
S1 0.146 2.074 -0.254
C4 0.831 -2.160 -2.961
H6 -2.910 -0.590 -2.790
C5 2.317 2.472 3.889
H7 -2.747 2.442 -2.077
H8 -1.765 -1.785 -0.037
H9 -2.242 1.580 -5.694
C6 -3.308 -3.422 -2.141
H10 4.191 0.488 2.652
C7 0.797 1.732 1.353
C8 3.024 1.899 4.946
C9 -0.111 1.240 -3.360
H11 2.856 0.775 -0.226
C10 -3.961 0.446 3.806
H12 -4.108 -6.613 -2.911
C11 2.394 0.058 0.456
C12 -0.813 -1.383 -0.436
C13 -1.946 -3.442 -2.463
H13 -5.018 0.289 3.639
H14 -3.355 1.414 -3.376
C14 5.029 3.016 4.212
H15 0.197 -1.815 -4.999
H16 -0.319 -4.662 -3.194
H17 -1.197 2.933 -6.050
O1 -2.641 0.664 0.480
H18 -1.704 -6.674 -3.471
C15 -3.502 -5.727 -2.784
H19 -0.455 3.062 2.221
C16 -3.032 0.314 2.786
H20 5.311 -0.769 2.168
C17 -1.270 0.924 4.288
N1 0.194 1.127 4.468
C18 3.155 -2.791 -2.718
C19 1.026 -2.064 -4.344
H21 4.305 -2.869 -4.525
H22 -3.777 -2.525 -1.748
H23 0.688 1.844 -5.221
H24 2.434 3.831 2.214
H25 4.819 4.287 2.492
C20 3.450 -0.846 1.074
V1 -1.366 0.441 -0.707
C21 -4.081 -4.560 -2.303
C22 -1.679 0.497 3.045
O2 0.104 3.249 4.550
H26 5.047 0.621 1.115
C23 4.377 2.169 5.093
H27 0.628 0.482 -3.094
H28 1.664 -0.520 -0.107
H29 -1.299 3.652 -3.651
C24 -0.235 1.376 -4.876
H30 2.059 0.661 2.463
H31 1.774 -2.669 -1.090
C25 -2.170 1.092 5.322
O3 -5.638 0.754 5.885
H32 2.409 -2.234 -5.974
C26 0.816 2.370 3.741
C27 1.911 -2.537 -2.158
C28 4.324 3.605 3.170
C29 -2.474 1.942 -3.013
N2 -1.413 0.895 -2.714
N3 0.364 2.488 2.370
H33 2.537 1.256 5.660
H34 4.917 1.722 5.917
C30 3.335 -2.668 -4.089
O4 0.852 0.098 4.590
O5 -4.041 1.305 7.233
C31 -3.497 0.817 5.054
C32 -1.372 -4.626 -2.940
C33 -2.031 2.953 -4.059
C34 2.977 3.335 3.009
C35 4.556 -0.080 1.793
H35 3.979 -3.103 -2.090
H36 -0.954 0.281 2.276
O6 0.191 2.340 5.666
H37 2.969 -1.557 1.753
C36 -1.855 -0.488 -3.066
N4 -4.479 0.968 6.159
H38 -0.266 0.394 -5.348
H39 -2.904 3.545 -4.333
H40 -1.866 1.426 6.302
H41 0.222 2.187 -2.941
O7 -4.395 -0.606 1.047
Si1 -0.870 -1.969 -2.267
N5 1.694 0.800 1.521
C37 -1.464 2.219 -5.273

Atom charges from the Löwdin analysis, given in e for atoms 1 to 5:
1. C -0.4633
2. H 0.1147
3. C -0.0481
4. H 0.0449
5. H 0.1094

Molecular formula: C37H42AsF5N4O7S4Si3Sr
Method: DFT, wB97M-V/def2-TZVPD

Output
**LUMO energy**: 3.312 eV
**Kohn-Sham gap**: 4.16 eV
**E**: -201591.5658 eV
**Net charge**: -2
**Highest occupied orbital energy**: -0.03129 Eh

Positions of all 104 atoms, in Å:
S1 0.743 3.513 -2.464
H1 -5.070 3.100 0.029
H2 5.246 -0.551 3.161
C1 -1.913 -3.808 -0.040
C2 4.352 -0.858 0.550
H3 -3.420 2.922 0.647
C3 2.566 7.386 -1.801
C4 5.367 -2.406 -1.457
O1 1.435 -3.148 1.754
O2 2.896 -1.005 -4.731
H4 -5.471 -2.313 0.840
C5 2.954 4.784 -1.315
H5 1.779 4.243 3.046
C6 -4.659 -3.042 0.833
C7 4.786 -1.170 -1.685
C8 -0.763 -0.684 -3.732
H6 -3.064 -3.111 -2.675
F1 -0.924 -1.705 -2.870
S2 3.739 6.343 -1.022
H7 2.548 -5.218 -2.443
N1 1.593 -1.607 -1.456
H8 -0.692 -1.342 3.417
C9 -1.925 1.315 3.043
Si1 -4.179 0.902 -0.575
H9 -4.728 -3.331 -2.095
C10 1.620 -2.591 -0.555
As1 -2.323 -0.398 0.067
C11 1.787 4.834 -1.987
H10 -1.581 4.840 0.441
H11 -4.111 -1.719 -2.487
H12 -5.844 -0.848 -1.231
C12 0.550 -0.867 -4.522
C13 -3.829 1.540 -2.289
C14 2.262 -3.205 -3.115
O3 3.627 1.389 6.147
C15 4.932 -2.084 0.866
C16 1.099 3.902 2.277
C17 1.966 -3.889 -0.851
C18 2.284 -4.203 -2.171
N2 0.494 2.214 0.704
H13 -5.055 -3.998 0.475
C19 -5.859 0.076 -0.647
S3 1.237 6.448 -2.460
H14 -4.743 -1.394 3.161
Sr1 2.008 0.981 -1.082
N3 4.271 -0.411 -0.716
H15 -5.145 0.109 2.340
H16 -0.854 1.342 2.831
C20 5.427 -2.873 -0.155
O4 5.476 0.280 5.446
F2 0.538 0.046 -5.515
O5 2.657 8.601 -1.872
H17 -6.562 0.768 -1.123
H18 -2.847 2.019 -2.347
C21 -1.738 -1.637 3.309
H19 4.719 -0.763 -2.688
Si2 -2.651 -0.268 2.400
C22 -4.426 -0.360 3.014
H20 -1.565 -3.858 0.995
H21 1.107 -2.801 2.600
H22 -1.775 -2.600 2.792
C23 4.392 0.056 2.891
H23 -3.834 0.736 -3.032
H24 1.982 -4.631 -0.066
C24 -0.772 4.238 0.833
C25 -3.847 -2.683 -2.046
F3 -1.811 -0.713 -4.570
N4 2.848 0.873 1.268
H25 4.978 -2.405 1.897
H26 -1.047 -3.577 -0.668
C26 1.924 -1.914 -2.710
C27 -0.513 2.987 0.298
C28 3.851 0.893 3.857
H27 2.499 -3.384 -4.154
F4 -0.797 0.450 -3.061
C29 1.187 -2.189 0.840
H28 -2.365 2.207 2.593
H29 3.206 -0.110 -4.929
C30 4.378 0.857 5.305
H30 -4.586 2.277 -2.574
H31 -0.086 5.689 2.255
H32 -4.325 -3.174 1.866
H33 -4.761 2.166 1.506
H34 -2.168 -1.765 4.306
C31 3.830 0.047 1.625
C32 2.814 1.735 3.482
H35 -6.241 -0.170 0.348
F5 0.442 -2.105 -5.110
H36 -2.065 1.365 4.128
C33 -4.375 2.406 0.513
H37 2.366 2.363 4.240
O6 0.679 -1.137 1.099
Si3 -3.246 -2.521 -0.275
H38 -4.480 0.157 3.977
H39 -1.143 2.581 -0.482
H40 -2.288 -4.797 -0.324
S4 3.811 3.385 -0.691
C34 0.064 4.704 1.828
O7 2.009 0.453 -3.182
H41 5.744 -2.989 -2.288
C35 1.284 2.658 1.694
C36 1.898 -0.735 -3.727
H42 5.852 -3.846 0.064
C37 2.363 1.730 2.168

Atom charges from the Löwdin analysis, given in e for atoms 1 to 5:
1. S 0.4008
2. H 0.0358
3. H 0.1151
4. C -0.2122
5. C -0.2043

Molecular formula: C37H42N4P2Sn
Method: DFT, wB97M-V/def2-TZVPD

Output
**LUMO energy**: -1.022 eV
**Kohn-Sham gap**: 6.79 eV
**E**: -69414.6283 eV
**Relative energy (zero: lowest compared OMol25 entry of this formula, charge and spin)**: 39.36 kcal/mol
**Highest occupied orbital energy**: -0.28723 Eh

Positions of all 86 atoms, in Å:
H1 1.182 3.788 0.178
H2 0.187 0.664 -3.588
H3 -0.087 -3.298 0.199
C1 0.461 1.096 3.151
H4 1.635 5.319 -1.845
C2 0.256 -0.567 -8.137
C3 -1.772 3.123 -6.769
C4 -2.527 -1.118 2.543
H5 2.243 1.114 1.933
C5 0.579 0.223 0.889
C6 0.496 -3.382 -0.726
H6 0.209 5.205 -0.004
C7 2.820 -4.601 -8.736
H7 -3.778 -3.177 -6.728
H8 -1.615 4.043 -6.221
H9 -1.362 0.853 4.157
P1 1.337 -1.289 -6.852
C8 -1.904 1.865 -6.198
C9 -2.122 1.616 -8.435
N1 -2.158 0.928 -7.207
H10 0.906 1.693 3.928
H11 -6.273 -1.099 -9.645
H12 5.470 1.225 -6.282
C10 -0.984 2.317 -2.736
H13 3.112 -5.641 -8.733
H14 2.378 1.626 -3.595
H15 -3.062 -1.072 3.523
H16 -1.882 3.737 -8.951
C11 -1.319 -1.147 -0.067
C12 1.009 4.416 -1.913
C13 -4.252 -2.472 -7.402
H17 -2.335 1.119 -9.370
H18 -1.199 3.290 0.634
H19 2.905 -3.996 -10.907
H20 1.073 0.122 -0.085
H21 -3.621 -2.863 1.866
C14 -5.504 -1.346 -8.922
P2 -2.175 -0.825 -6.786
C15 -1.392 -0.271 2.307
C16 -0.862 3.387 -0.404
H22 -1.610 -0.932 -9.183
H23 0.118 0.494 -7.901
H24 2.347 -1.536 -9.928
H25 2.444 -4.117 -6.575
C17 -2.905 -2.059 1.591
C18 -4.495 -0.498 -8.493
C19 -2.407 -1.957 0.232
C20 4.556 0.906 -6.751
N2 2.556 -0.088 -7.094
H26 -0.852 3.150 -3.448
H27 0.360 0.838 -1.837
H28 4.687 1.669 -8.881
H29 -1.810 1.671 -3.105
C21 2.740 -3.729 -9.873
H30 0.329 -4.381 -1.210
C22 -0.720 -0.381 1.001
C23 2.383 -2.475 -9.396
C24 2.457 -3.849 -7.620
H31 -0.996 -2.353 -8.314
H32 3.012 3.601 -2.460
H33 -2.513 2.367 -1.144
C25 1.599 2.188 -3.039
H34 2.337 0.446 -9.202
C26 0.387 4.205 -0.481
H35 3.510 -0.320 -5.176
Sn1 -0.448 -1.922 -2.176
C27 0.311 1.432 -2.786
C28 3.571 0.134 -6.150
N3 -3.722 -1.174 -7.540
H36 -4.255 0.516 -8.796
H37 -2.855 -2.637 -0.506
C29 -1.108 -1.259 -8.256
H38 0.227 4.672 -2.626
H39 1.563 -3.104 -0.526
C30 -1.495 2.718 -1.379
C31 1.193 0.826 1.994
C32 1.923 3.368 -2.494
C33 4.148 1.157 -8.112
H40 0.728 -0.630 -9.118
C34 -5.349 -2.589 -8.229
H41 -1.904 1.539 -5.165
C35 2.929 0.523 -8.300
N4 2.150 -2.552 -8.029
C36 -1.903 2.966 -8.190
C37 -0.818 0.596 3.275
H42 -5.976 -3.465 -8.324

Atom charges from the Löwdin analysis, given in e for atoms 1 to 5:
1. H 0.1110
2. H 0.0382
3. H -0.0285
4. C -0.0970
5. H 0.1023

- What is the formula in the second record?
  C37H42AsF5N4O7S4Si3Sr

- Among the records above, which one has the highest E?
  C37H42N4P2Sn